Density functional theory data (ωB97M-V/def2-TZVPD) for a 4-piece molecular cluster, C34H72BrFN6O5P overall in a non-equilibrium geometry.

Geometry as XYZ:
```
120
Properties=species:S:1:pos:R:3:forces:R:3:mulliken_charge:R:1
Br 5.1259 -1.0051 -0.9684 -0.1 0.1 0.0 -0.010
P 6.7114 1.0255 0.8464 -0.1 0.7 -0.2 0.341
F 3.8523 3.4036 -3.2805 0.0 0.3 0.2 -0.264
O -3.4037 -3.2586 1.1048 0.0 0.0 0.0 -0.710
O -7.6296 -1.1577 1.8977 0.1 -0.1 0.0 -0.649
O 8.9804 2.6126 -1.3983 -0.4 -0.3 0.0 -0.178
O -4.9282 -7.6679 1.7641 -0.1 0.1 0.0 -0.670
O 9.1939 3.5958 -0.3841 0.3 0.2 -0.2 -0.408
N -5.3151 -3.4137 2.2622 0.1 -0.1 -0.1 0.079
N 6.8955 3.6940 -1.5720 -0.3 0.1 -0.7 0.176
N -5.9528 -8.8084 0.1329 0.0 0.1 -0.1 -0.197
N -6.6504 0.1205 0.3385 -0.1 0.0 0.0 -0.070
N 5.7877 1.6609 -1.5700 -0.5 0.1 0.2 0.738
N 4.8861 3.6629 -0.4763 0.2 -0.2 0.4 -0.211
C 2.7170 1.4420 -0.6843 -0.3 -0.2 0.4 0.764
C -0.5811 2.9129 2.8244 0.0 0.2 -0.5 -1.393
C 6.0030 -0.9817 2.8147 -0.1 0.5 0.0 -1.301
C -6.2246 -6.3739 0.2159 0.0 0.0 0.1 -0.779
C -1.5017 0.7142 1.8458 0.6 -0.3 0.0 -0.204
C 5.8601 3.0076 -1.2032 0.0 -0.2 0.1 -0.679
C 4.8930 2.6242 -3.7620 0.2 -0.4 -0.3 -0.565
C 3.9892 1.4154 0.1934 -0.2 0.2 -0.7 0.266
C 1.8270 -0.4670 -2.2224 -0.4 0.2 -0.1 -1.813
C 5.1290 1.4136 -2.8910 0.5 0.0 -0.5 -0.148
C -5.6461 -7.6523 0.7752 0.0 -0.1 0.0 0.773
C -1.1870 3.8902 1.8047 0.2 -0.2 0.2 -0.606
C -1.1644 -0.7829 1.8392 -0.4 0.6 0.0 -1.309
C -4.0404 -3.7934 2.0075 0.0 0.1 0.0 0.949
C -1.5545 3.6526 -1.3250 0.3 -0.3 0.1 -0.993
C 1.0703 0.4545 -3.2017 0.2 -0.5 0.2 -0.196
C -0.1835 4.3141 0.7347 -0.2 0.3 -0.2 0.627
C -9.0474 -0.3667 0.1404 0.0 0.0 0.1 -1.406
C 4.2928 2.8650 0.6163 -0.3 -0.1 0.0 -1.597
C 8.0450 3.1609 -2.2898 0.6 0.2 0.1 -0.273
C 7.9166 -0.2573 0.3652 -0.1 0.4 0.1 -1.379
C -6.5784 0.9262 -0.8652 0.2 -0.1 0.2 -0.851
C -0.2660 1.5526 2.2094 -0.2 -0.2 0.1 1.005
C 6.0402 0.5194 2.4846 0.2 -0.6 0.2 -0.464
C -0.8136 4.7664 -0.5897 0.1 -0.3 0.2 -1.357
C -3.4567 -4.8818 2.8700 0.1 0.0 0.0 -1.283
C -0.6378 2.4891 -1.7148 0.1 0.2 -0.1 1.790
C 1.9389 0.1191 -0.8146 0.2 -0.2 -0.2 0.624
C -0.4600 0.3264 -3.0776 0.2 0.4 -0.3 -1.089
C -1.1747 1.6649 -2.8785 -0.2 -0.3 0.3 -1.253
C 5.2882 0.8732 -0.4221 0.3 -0.8 0.8 -0.443
C -7.7325 -0.5064 0.8687 0.0 0.0 0.0 0.904
C -6.7795 -8.9915 -1.0446 0.1 -0.2 0.2 -0.824
C -6.2262 -3.9181 3.2728 0.0 0.2 -0.2 -0.963
H -5.6541 -2.6759 1.6628 -0.1 0.0 0.1 0.000
H 0.3627 0.9767 2.8932 0.0 0.0 0.1 0.700
H -2.0214 4.0437 -2.2302 -0.1 0.1 0.0 0.513
H 7.5939 -1.2621 0.6110 0.1 -0.1 -0.1 0.434
H 5.7818 0.7610 -3.4754 0.1 -0.1 0.1 0.599
H -5.8049 -0.0108 0.8721 0.0 0.0 0.0 0.131
H 8.4962 3.9743 -2.8614 -0.1 0.1 0.1 0.428
H -1.1454 2.2451 -3.8028 0.0 0.1 0.0 0.355
H -7.1221 -4.3159 2.7943 0.0 -0.1 0.1 0.280
H -1.8266 0.9917 0.8405 -0.3 0.1 0.1 0.078
H 5.8485 -1.0955 3.8863 -0.1 -0.1 0.0 0.433
H -5.5373 -9.6243 0.5539 0.0 0.0 0.0 0.238
H -3.4424 -4.5701 3.9158 0.0 -0.1 0.0 0.381
H -0.7059 -0.3579 -2.2635 0.0 0.0 0.1 0.419
H 8.9866 3.0886 0.4140 -0.2 -0.1 0.1 0.396
H -1.9749 -1.3495 1.3891 0.1 -0.3 0.0 0.338
H 5.0560 0.9508 2.6532 0.0 0.2 -0.1 0.278
H -0.8406 -0.1275 -3.9926 -0.1 -0.1 0.1 0.349
H 5.1944 -1.4733 2.2791 0.0 -0.2 0.0 0.269
H -1.4827 5.6065 -0.3990 0.0 0.1 -0.1 0.397
H 2.8819 1.8980 -1.6564 0.1 0.1 0.0 -0.245
H -2.0632 3.4146 1.3626 0.0 0.0 -0.1 0.243
H -1.5400 4.7854 2.3187 -0.1 0.0 0.0 0.456
H 0.4044 5.1448 1.1325 0.1 0.0 0.0 0.536
H -0.2412 -0.9381 1.2791 0.0 -0.2 0.0 0.057
H 4.9588 2.9302 1.4720 0.1 0.0 0.0 0.332
H -2.2277 1.4482 -2.6755 -0.1 0.1 -0.1 0.376
H 4.1921 0.8785 -2.7739 0.0 0.0 0.2 -0.389
H -2.3016 0.9047 2.5619 -0.2 0.1 -0.1 0.526
H 0.3345 3.3588 3.2218 0.0 0.0 0.2 0.355
H 8.8498 -0.0118 0.8717 0.0 -0.1 0.1 0.449
H -4.0353 -5.8021 2.7705 0.0 0.0 0.1 0.261
H -7.5502 0.9872 -1.3423 0.0 0.0 0.0 0.356
H 1.3929 0.1975 -4.2114 -0.1 0.1 -0.1 0.611
H -7.3149 -6.4062 0.2270 0.0 0.0 -0.1 0.369
H 0.3185 1.6700 1.2916 0.2 0.0 0.1 -1.242
H 8.0969 -0.1459 -0.7018 0.0 -0.1 -0.1 0.430
H -7.1621 -8.0390 -1.3937 0.0 0.0 0.0 0.311
H -5.8915 -5.5427 0.8291 0.0 0.0 0.0 -0.200
H 0.9191 0.2781 -0.4622 0.0 0.0 0.1 -1.149
H 3.7452 0.8069 1.0623 0.1 0.1 0.2 1.114
H -2.3400 3.2399 -0.6900 -0.3 0.1 -0.1 0.297
H -2.4381 -5.0723 2.5459 0.0 0.0 0.0 0.313
H -9.8012 -0.9218 0.6891 0.0 0.0 0.0 0.313
H -0.4849 1.8251 -0.8588 0.0 0.0 0.1 -0.707
H 0.0070 5.1068 -1.2276 -0.1 0.2 -0.1 0.415
H 6.9393 4.6560 -1.2647 0.0 0.0 0.1 0.336
H -9.3506 0.6791 0.0837 0.0 0.0 -0.1 0.368
H -6.5251 -3.1021 3.9307 -0.1 -0.1 0.1 0.285
H -1.0330 -1.1285 2.8636 0.2 -0.1 0.0 0.468
H 6.6930 1.0157 3.2064 0.1 0.1 -0.1 0.588
H -5.7573 -4.7026 3.8569 0.0 0.0 0.0 0.416
H 5.7792 3.2472 -3.8857 -0.1 0.2 0.1 0.280
H 0.3496 2.8967 -1.9591 0.0 0.0 0.0 -0.032
H -5.8706 0.4880 -1.5708 0.0 0.0 -0.1 0.274
H -1.2932 2.7836 3.6396 0.1 0.0 0.2 0.433
H 4.6251 2.2652 -4.7555 -0.2 0.0 0.0 0.448
H 0.5205 3.5078 0.5196 0.0 -0.1 0.0 -0.724
H -6.1992 -9.4488 -1.8475 0.0 0.0 -0.1 0.282
H 1.2500 -1.3892 -2.1270 0.1 -0.1 -0.1 0.673
H 4.1844 4.0787 -1.0806 0.1 0.2 -0.1 0.374
H 1.3730 1.4877 -3.0296 0.1 0.1 -0.1 0.068
H 7.7579 2.3594 -2.9613 0.0 -0.1 0.1 0.283
H 2.3638 -0.6332 -0.1474 0.0 0.0 0.0 0.999
H -6.2453 1.9371 -0.6244 0.0 0.0 -0.1 0.277
H 2.7898 -0.7543 -2.6461 0.1 0.1 0.2 0.356
H -8.9755 -0.7709 -0.8698 0.0 0.1 0.0 0.379
H -7.6244 -9.6432 -0.8164 0.0 0.0 -0.1 0.283
H 6.9490 -1.4603 2.5806 0.0 -0.1 0.0 0.300
H -5.8841 -6.2107 -0.8070 -0.1 0.0 0.0 0.374
H 2.0446 2.1245 -0.1581 0.1 0.1 -0.1 -1.157
H 3.3609 3.3505 0.8939 0.0 0.1 0.0 0.663
```
Forces are in eV/Å.

Computed properties:
Gap between HOMO and LUMO in eV: 6.55
Charge: +1
HOMO level in eV: -10.23